1.
C10H10ClNNdO2 | ωB97M-V/def2-TZVPD

The charge is -1. The electronic energy comes out at -43918.6621 eV. Its relative energy (zero: lowest compared OMol25 entry of this formula, charge and spin) is 0.359 eV. Its spin multiplicity is 4. The HOMO energy (spin up / spin down) is -4.3 / -4.4 eV. As for the frontier orbital gap (spin up / spin down): 7.363 / 7.396 eV.

XYZ file:
```
25
Properties=species:S:1:pos:R:3:forces:R:3:mulliken_charge:R:1
C 2.307 1.291 -0.156 -0.09 -1.78 -0.69 -0.6308
H -1.973 2.085 -0.845 0.15 -0.22 0.14 0.3808
C 2.467 -1.018 -0.516 -0.38 1.75 -0.03 -0.6789
H -3.114 -1.876 0.659 0.41 0.41 -0.21 0.4142
C 2.844 0.059 0.378 -1.42 -0.01 -1.42 -0.6184
C -1.826 -1.269 -1.090 -0.68 0.75 0.07 -0.5795
C 1.752 -0.439 -1.625 0.44 0.86 1.61 -0.4670
C -2.750 0.325 0.321 -0.06 -0.37 -0.73 -0.5389
H -0.931 0.224 -2.498 0.06 -0.04 0.36 0.5111
O -0.156 1.127 4.485 0.09 0.38 -0.46 -0.4854
H 2.684 -2.068 -0.382 0.06 0.06 0.00 0.4177
Cl 0.117 -2.638 1.760 0.05 -1.48 0.54 -0.5172
H 3.443 -0.041 1.264 0.01 -0.03 0.27 0.4459
H -1.572 -2.224 -1.550 0.02 0.31 0.24 0.3744
H 1.216 1.697 -2.076 -0.18 0.18 -0.09 0.4399
C -2.624 -1.082 0.083 -0.61 0.24 -0.44 -0.4708
C -2.022 1.010 -0.704 -0.52 -0.87 -0.19 -0.5924
O -0.076 1.442 2.342 -0.17 0.24 1.20 -0.3975
H 1.383 -0.973 -2.483 -0.10 -0.08 -0.09 0.4605
Nd -0.238 -0.349 0.844 2.92 1.52 -0.90 1.2491
C -1.472 0.025 -1.579 -0.77 -0.14 0.41 -0.3352
H -3.350 0.790 1.102 0.31 -0.14 -0.14 0.4323
N -0.166 0.650 3.381 -0.18 -0.34 -0.80 0.2022
C 1.660 0.986 -1.404 0.57 -1.34 1.26 -0.4215
H 2.396 2.267 0.287 0.05 0.14 0.06 0.4054
```
Forces are in eV/Å.



2.
C3H38NO14S | ωB97M-V/def2-TZVPD

The electronic energy comes out at -44713.4649 eV. Its spin multiplicity is 2. The HOMO energy (spin up / spin down) is -2.3 / -9.6 eV. As for the frontier orbital gap (spin up / spin down): 2.049 / 9.363 eV.

XYZ file:
```
57
Properties=species:S:1:pos:R:3:forces:R:3:mulliken_charge:R:1
O 2.881 -3.564 -0.860 -0.58 -0.36 -0.15 -0.5985
H 4.635 0.480 -0.618 -1.24 1.30 0.33 0.3532
H -0.296 0.289 -1.819 0.55 -1.07 -0.79 0.6526
H 1.870 -0.380 -2.100 0.09 0.37 -0.11 0.1853
H 1.367 -0.349 0.054 -1.53 0.50 0.26 -0.0786
H 5.107 -0.588 -1.911 -1.86 -0.37 0.31 0.1208
H -2.550 2.714 1.721 -0.58 1.51 -1.36 0.2016
O -3.976 2.165 0.330 -1.33 0.44 -1.32 -0.5525
O 2.688 -0.993 2.105 -0.26 -0.06 -0.73 -0.3297
H 2.017 -3.949 -1.085 0.37 -0.12 -0.22 0.3025
H -0.900 -2.973 -3.808 0.00 0.03 0.22 0.3074
H -4.937 -0.655 -1.503 -0.18 -0.21 0.16 0.2797
H -1.583 -0.779 1.134 1.42 -0.09 -1.86 0.0615
H 1.184 1.552 0.995 0.76 1.34 0.59 0.0769
O 4.441 1.272 -0.052 0.73 0.33 1.20 -0.4979
H -2.973 -0.113 -3.028 0.90 -0.25 -0.30 0.3088
O 1.614 -1.298 -2.197 -0.49 -0.34 -0.28 -0.7660
S 1.023 2.226 -1.389 0.56 0.07 0.07 -0.1055
C -0.120 0.888 -0.967 -3.60 1.45 0.72 -1.3647
O -1.677 3.104 1.669 1.95 -2.06 1.61 -0.5048
H -2.803 1.246 -3.436 0.86 0.16 0.26 0.2876
H 1.693 0.156 5.132 0.60 -0.67 0.41 0.2855
H 4.636 -1.576 -0.919 -0.47 -0.54 0.44 0.2342
H -0.352 1.541 1.609 0.10 0.35 -0.03 0.1831
H 1.431 4.135 2.479 0.11 -0.11 0.00 0.2902
H 2.345 3.099 1.803 0.11 0.17 0.23 0.2900
H 2.036 -1.252 4.329 0.16 0.03 1.13 0.2946
H -1.275 1.296 -0.930 2.92 -0.58 0.74 0.2543
H -0.277 -2.574 -2.463 0.38 0.22 -0.13 0.3040
H -4.132 -3.098 -1.414 0.84 -0.14 -0.08 0.2422
H 0.846 0.631 2.335 0.46 -0.76 0.10 0.4719
H -4.616 2.734 -0.148 0.51 0.59 1.05 0.3004
H 3.450 -0.994 1.504 0.14 0.06 0.06 -0.0301
O -2.251 0.546 -3.032 -1.52 0.05 -0.82 -0.4948
H -3.764 0.005 2.194 0.47 0.11 0.06 0.3010
H -0.201 -1.664 1.370 0.82 -0.13 0.35 0.5837
H -4.138 1.447 -0.315 0.70 -0.95 0.61 0.3179
H 2.472 -1.736 -2.252 0.09 -0.24 0.17 0.2613
C -0.612 -1.076 0.561 -2.21 -1.00 2.21 -1.3340
N 0.498 0.987 1.451 -1.26 -0.91 -1.73 -0.2770
H -1.343 3.910 1.301 -1.26 0.54 -0.51 0.2176
H 3.011 -1.297 2.956 0.51 0.07 -0.23 0.1996
H -0.791 -1.875 -0.171 -0.03 0.88 -0.42 -0.0126
O -0.942 -3.149 -2.860 -0.09 -0.14 0.11 -0.6836
H -3.446 -0.282 -1.551 -1.66 0.49 1.03 0.3028
O 1.699 3.208 2.516 0.01 0.13 -0.11 -0.6176
H 3.859 1.953 -0.403 0.13 -0.58 -0.71 0.2196
H -2.503 -3.062 -1.708 -1.96 0.85 -0.11 0.3310
O -2.830 0.108 2.446 -0.64 -0.05 0.09 -0.6509
O 1.582 -0.413 4.371 -1.37 0.85 -0.92 -0.5416
H -2.735 1.044 2.635 -0.03 -0.02 0.19 0.2673
O -3.361 -2.528 -1.567 1.10 -0.66 -0.10 -0.5624
O -4.358 0.092 -1.354 1.42 -0.43 -0.58 -0.6753
H 2.621 -3.002 -0.125 0.25 0.38 0.42 0.2347
H 0.192 3.190 -1.830 -0.26 -0.23 0.14 0.1314
O 4.238 -0.846 -1.422 2.76 -0.07 -1.55 -0.2998
C 0.304 0.045 0.240 1.59 -0.16 -0.08 1.3218
```
Forces are in eV/Å.



3.
C21H28IrN6O7S | ωB97M-V/def2-TZVPD

The charge is +3. The electronic energy comes out at -59144.0884 eV. The HOMO energy (spin up / spin down) is -16.7 / -16.7 eV. As for the frontier orbital gap (spin up / spin down): 4.006 / 4.120 eV.

XYZ file:
```
64
Properties=species:S:1:pos:R:3:forces:R:3:mulliken_charge:R:1
H -2.309 -0.457 5.289 0.02 0.00 -0.02 0.5078
H 0.353 -4.875 2.297 0.00 0.00 0.00 0.3788
H -1.884 -4.196 1.880 0.00 0.00 0.00 0.3984
C -0.289 2.323 4.702 0.12 -0.08 -0.17 0.9533
H -3.066 1.005 7.145 0.00 0.02 0.01 0.4760
H 0.908 -2.767 3.256 0.00 0.02 0.00 0.3285
H 1.996 -2.660 1.851 0.00 0.02 0.00 0.3341
N 0.859 -0.898 -2.540 0.05 0.01 -0.10 0.3440
C 2.155 -1.416 -2.545 -0.06 -0.03 -0.05 -0.2099
H -1.548 -2.025 2.757 0.02 0.02 0.00 0.1268
C 2.755 -1.133 -1.384 -0.02 0.07 0.13 -0.5116
C 0.734 2.748 3.834 -0.20 -0.01 0.21 0.2984
S -0.618 -0.361 -6.301 0.04 0.04 0.06 1.2509
H -1.455 -0.195 -1.139 0.00 -0.01 0.02 0.4096
C -0.742 3.105 5.772 -0.13 0.04 0.17 -0.8085
N 2.783 -2.154 -3.647 -0.03 0.04 -0.03 1.0940
C 2.253 2.842 2.267 -0.07 -0.14 -0.04 -0.1261
C -1.898 0.531 5.446 0.10 -0.01 -0.11 -0.5566
H -1.844 2.167 -7.063 0.01 -0.02 0.01 0.3274
C -0.883 0.989 4.533 -0.07 0.07 0.11 0.7399
H -1.817 -1.509 1.076 0.01 0.01 0.00 0.4032
C -1.718 2.630 6.614 0.06 0.04 -0.03 -0.5886
C 0.295 -4.048 1.593 -0.01 0.02 -0.01 -0.6653
H -2.794 -0.303 -5.451 -0.03 0.02 0.00 0.3123
C 0.108 0.118 -4.697 0.06 -0.04 -0.03 -0.6158
O -0.618 -1.798 -6.279 -0.03 -0.01 -0.04 -0.6497
O 3.818 -2.691 -3.351 0.00 -0.01 0.01 -0.5566
H -2.053 3.256 7.432 -0.01 -0.02 0.00 0.4610
Ir 0.736 0.247 2.148 0.46 -0.05 -0.60 0.4642
H -0.039 -1.940 -4.122 0.00 -0.02 0.02 0.5910
C -2.299 0.205 -6.281 0.07 -0.01 -0.04 -0.4872
O 2.219 -2.124 -4.711 0.00 -0.03 0.01 -0.4965
O -0.518 0.208 3.615 -0.01 -0.09 0.04 -0.4709
H 0.787 -4.364 0.676 0.00 0.00 0.00 0.2495
H -2.687 -0.230 -7.206 -0.04 0.01 0.01 0.4375
C -2.434 1.719 -6.267 -0.07 0.02 -0.01 -1.0696
C 0.649 -0.298 -1.381 0.11 -0.01 0.12 1.4013
C -1.164 -3.613 1.312 0.02 0.01 0.00 -0.6146
H 3.012 4.854 2.908 0.01 -0.01 -0.01 0.4422
H -0.535 0.781 0.021 0.00 0.01 -0.01 -0.0280
C -2.302 1.332 6.452 -0.02 0.08 0.07 -0.7634
N 1.410 3.932 3.957 0.06 0.05 -0.03 0.0302
O 3.269 0.111 0.860 -0.20 0.09 -0.08 -0.3975
H -1.404 -3.733 0.258 0.00 0.00 0.00 0.2560
N 1.802 -0.437 -0.650 0.08 -0.06 -0.09 0.3840
N 1.263 2.080 2.770 0.17 -0.19 -0.18 -0.1070
N 2.100 0.059 0.659 -0.35 0.02 0.52 0.0145
H 3.741 -1.373 -1.024 0.01 0.01 0.00 0.6140
H 1.166 0.178 -4.955 -0.01 0.03 0.03 0.3873
H -0.339 4.090 5.958 -0.01 0.01 0.00 0.4042
C 2.350 4.009 3.009 -0.04 0.09 0.10 -0.6446
C -0.138 -0.963 -3.656 -0.01 0.04 -0.04 -1.4930
H -2.130 2.155 -5.313 0.02 -0.01 -0.01 0.2589
H 2.853 2.549 1.424 0.01 0.02 0.00 0.5020
H -0.245 1.109 -4.415 -0.03 0.01 0.02 0.5184
H -1.121 -0.890 -3.198 0.02 -0.01 0.02 0.3689
H 1.243 4.643 4.657 0.00 0.00 0.01 0.1979
O 0.168 -1.696 1.628 -0.01 0.15 0.04 0.0507
H -0.698 1.311 -1.662 0.02 -0.02 -0.02 0.5112
C -1.223 -2.149 1.724 -0.08 -0.08 0.02 -0.3414
C 0.967 -2.812 2.168 0.00 -0.09 -0.01 -0.4325
C -0.579 0.441 -1.012 -0.02 0.04 0.03 -1.3435
O 0.116 0.392 -7.269 0.02 -0.04 -0.01 -0.6287
H -3.477 1.988 -6.429 -0.01 -0.01 0.01 0.3787
```
Forces are in eV/Å.



4.
C4H7N2OP | ωB97M-V/def2-TZVPD

The SMILES is Cn1[nH]c(=O)cc1P. The electronic energy comes out at -18573.1000 eV. Its relative energy (zero: lowest compared OMol25 entry of this formula, charge and spin) is 5.123 eV. The HOMO energy (spin up / spin down) is -7.9 / -7.9 eV. As for the frontier orbital gap (spin up / spin down): 8.305 / 8.306 eV.

XYZ file:
```
15
Properties=species:S:1:pos:R:3:forces:R:3:mulliken_charge:R:1
C 0.974 -1.690 -0.112 1.32 2.60 -1.22 -0.7640
H 2.323 1.218 -1.061 0.97 -0.54 -3.77 0.0431
C -2.194 0.438 0.305 1.12 -2.17 -1.17 0.5377
H 1.870 2.625 0.060 -0.35 0.81 0.33 0.0575
N -1.316 -0.774 -0.061 -0.70 2.38 0.30 -0.3962
O -3.378 0.254 0.446 -0.76 -0.12 0.36 -0.6518
C 0.306 0.774 0.048 -5.97 -0.17 0.83 0.1938
H 0.498 -2.551 0.228 -0.29 -1.30 1.40 0.3043
N 0.016 -0.541 0.008 0.66 0.57 -0.83 0.2988
H -1.718 -1.666 0.028 -0.01 -1.41 0.29 0.2254
C -1.354 1.505 0.217 6.57 -3.89 -1.40 -0.7112
H 1.355 -1.955 -1.102 -1.09 0.47 -0.76 0.3396
H 1.970 -1.337 0.245 -0.99 -0.63 1.14 0.2672
P 2.013 1.262 0.184 -0.14 0.12 3.46 -0.1488
H -1.366 2.440 0.567 -0.32 3.27 1.05 0.4045
```
Forces are in eV/Å.



5.
C4H11NOS | ωB97M-V/def2-TZVPD

The SMILES is CC=[S@@H](=O)N(C)C. The electronic energy comes out at -18694.1794 eV. Its relative energy (zero: lowest compared OMol25 entry of this formula, charge and spin) is 5.739 eV. The HOMO energy is -8.0 eV. As for the frontier orbital gap: 8.681 eV.

XYZ file:
```
18
Properties=species:S:1:pos:R:3:forces:R:3:mulliken_charge:R:1
H -0.227 1.938 -1.888 0.02 0.54 0.18 0.3090
H -0.032 -1.011 2.571 -1.80 0.63 0.12 0.2594
H -1.177 1.008 -0.759 -1.00 -0.49 -0.29 0.2187
O 1.860 -0.497 1.114 1.57 -1.80 0.19 -0.5673
H 1.289 -1.847 -0.825 -0.13 0.46 0.02 0.3538
H -1.105 1.266 0.812 0.49 0.15 1.24 0.4171
H 1.455 1.595 0.319 0.13 -0.23 -0.18 0.0877
C -0.366 0.778 1.487 -1.40 -0.47 -0.15 -0.4024
C -0.542 0.940 -1.618 1.99 -0.23 -1.45 -0.9236
H -0.915 0.558 -2.563 -0.78 -0.32 0.30 0.4138
H -1.761 -0.668 2.076 -2.28 -1.69 -0.85 0.2682
C 0.764 -1.286 -1.611 -0.78 0.27 -0.37 -0.8299
H 1.398 -1.335 -2.481 0.01 -0.50 -0.51 0.3073
H -0.210 -1.824 -1.799 0.74 0.86 0.16 0.2727
S 0.902 0.372 0.540 -1.04 3.24 -1.53 0.6660
N 0.713 0.195 -1.342 -0.13 -1.36 3.11 -0.2559
H -1.132 0.090 3.485 0.15 0.42 -0.11 0.2931
C -0.915 -0.272 2.481 4.25 0.52 0.12 -0.8876
```
Forces are in eV/Å.



6.
C16H24FO12 | ωB97M-V/def2-TZVPD

The charge is -1. The electronic energy comes out at -44264.2063 eV. Its relative energy (zero: lowest compared OMol25 entry of this formula, charge and spin) is 4.530 eV. The HOMO energy is -6.9 eV. As for the frontier orbital gap: 9.279 eV.

XYZ file:
```
53
Properties=species:S:1:pos:R:3:forces:R:3:mulliken_charge:R:1
H -9.001 6.186 -18.513 -0.06 -0.51 -1.32 0.1209
F -8.990 3.863 -19.100 -0.61 0.03 0.05 -0.8089
O -10.287 6.187 -22.511 -4.28 -0.07 4.38 -0.2761
H -10.389 4.178 -17.182 5.90 1.78 1.95 0.9737
O -7.163 10.001 -18.987 -2.88 -3.12 3.71 -0.6952
H -10.326 4.962 -20.626 0.62 0.89 -1.54 -0.3114
O -8.793 7.089 -23.876 -3.15 -4.73 1.79 -0.6884
C -8.537 7.038 -18.074 2.52 -1.46 4.33 -0.0485
H -9.772 7.807 -16.367 1.26 -0.27 0.99 0.4248
H -7.759 6.592 -17.297 -1.73 0.41 -1.22 0.1192
O -12.498 2.395 -16.015 0.56 0.72 -1.36 -0.3909
H -11.955 4.063 -23.060 -0.44 0.46 0.56 0.3972
C -7.840 9.069 -18.372 4.42 7.44 -5.30 0.6383
O -8.717 4.850 -23.361 -0.65 2.53 -2.05 -0.3533
O -8.870 -1.634 -22.599 -0.39 -0.42 0.65 -0.6525
H -8.606 3.539 -21.780 -0.98 1.62 -0.62 -0.1279
O -12.266 4.570 -16.339 1.88 3.36 -0.93 -0.2619
C -12.961 3.697 -15.803 -6.25 -4.81 5.84 0.5414
C -8.471 -0.250 -18.324 -3.13 6.31 -1.58 -1.6076
C -9.350 4.061 -22.505 -1.01 -3.70 5.55 0.1773
C -12.246 2.018 -18.470 -4.41 0.70 2.39 -1.2424
H -10.947 6.922 -18.032 -1.74 -0.12 -0.15 0.1547
C -10.871 7.997 -18.007 1.49 3.22 2.28 -0.9543
H -12.726 5.267 -21.664 2.24 -2.07 -1.30 0.2525
H -11.741 2.107 -19.333 2.69 0.65 -2.68 -0.0655
O -7.726 7.904 -18.809 0.51 -4.17 -2.52 -0.2510
H -12.602 0.987 -18.469 -0.04 -0.05 0.51 0.4727
O -8.764 9.203 -17.502 -1.39 1.94 2.44 -0.3405
H -9.597 1.716 -20.741 -0.37 0.06 0.86 -0.4832
H -11.443 4.278 -18.187 -0.90 0.31 -0.07 0.2068
H -9.855 3.144 -22.823 -0.24 0.29 -1.34 0.3260
H -8.403 0.731 -17.705 0.03 -1.35 -1.74 0.2723
O -13.965 3.839 -15.043 3.61 0.12 -2.89 -0.6733
C -10.453 4.966 -21.763 -0.39 -1.95 0.27 1.1456
C -9.457 7.996 -17.374 -1.97 -0.91 -0.28 0.1417
C -9.370 -0.132 -19.577 -1.26 1.71 1.58 1.1870
C -11.572 2.477 -17.187 0.12 -0.96 0.58 1.3285
H -10.380 0.204 -19.346 -0.31 -0.75 0.08 -0.0408
C -11.871 4.460 -22.030 -0.95 0.61 1.96 -1.1274
H -13.178 2.689 -18.668 1.26 -1.12 0.54 0.3141
H -8.518 -0.954 -17.677 -1.32 -5.10 3.93 0.4449
H -7.741 -0.436 -18.937 5.96 -0.65 -1.92 0.5588
O -8.715 0.309 -21.726 1.74 4.44 -1.14 -0.3054
C -8.989 -0.892 -21.648 -0.08 -4.95 -2.93 0.5759
C -11.330 3.954 -17.143 -2.86 -1.29 -4.83 -1.1387
H -10.722 8.509 -18.938 -0.70 -0.20 -0.93 0.3123
H -7.972 1.650 -20.412 -0.12 -1.19 1.16 0.2903
H -11.903 3.623 -21.280 -0.57 0.36 -0.90 0.1588
H -11.429 8.759 -17.241 0.35 -2.53 -2.13 0.3106
C -8.846 0.964 -20.490 -0.33 2.80 -1.29 0.1006
C -9.378 6.066 -23.300 10.02 5.74 -6.58 0.3960
O -9.398 -1.260 -20.457 -0.40 -0.72 2.45 -0.4042
H -10.608 1.884 -17.098 -1.28 0.67 0.72 -0.0937
```
Forces are in eV/Å.